This record from the Open Molecules 2025 dataset describes the molecule C21H27NO. The level of theory is ωB97M-V with the def2-TZVPD basis set.

Its SMILES is CCCCN(C/C=C/c1ccccc1OC)Cc1ccccc1. The strongest force on any atom is 0.4 eV Å⁻¹. The value obtained for the LUMO energy is 0.849 eV. As for the energy relative to the best compared isomer or geometry (same formula, charge and spin): 1.2165 eV. As for the electronic energy: -25751.944 eV.

Geometry as ORCA input:
```
! wB97M-V def2-TZVPD RIJCOSX def2/J DEFGRID3
* xyz 0 1
C -4.22647 4.27058 -1.14667
C -3.85756 3.16398 -0.16576
C -2.63922 2.37335 -0.63233
H -2.84466 1.93962 -1.61366
C -2.28718 1.25629 0.36243
N -1.12087 0.45491 0.05596
C 0.14370 1.15602 0.20696
C 0.38135 1.51708 1.64645
C 0.63911 2.82223 2.03918
C 0.85597 3.12590 3.37293
C 0.81215 2.12623 4.32820
C 0.55112 0.82025 3.94466
C 0.33863 0.51862 2.61294
H 0.12684 -0.49301 2.30183
H 0.51473 0.03758 4.68911
H 0.97937 2.36323 5.36884
H 1.05634 4.14640 3.66637
H 0.67194 3.60865 1.29764
H 0.92824 0.46334 -0.11625
H 0.21029 2.05644 -0.42771
C -1.19784 -0.28448 -1.19136
C -0.20888 -1.40689 -1.15782
C 0.62611 -1.70395 -2.14870
C 1.61654 -2.77441 -2.16339
C 1.99964 -3.30656 -3.39170
C 2.93045 -4.32334 -3.49031
C 3.51282 -4.82021 -2.34000
C 3.17212 -4.29479 -1.10479
C 2.23243 -3.27680 -0.99788
O 1.88156 -2.70202 0.18803
C 2.57448 -3.06423 1.35622
H 2.18386 -2.41541 2.13947
H 3.65190 -2.89762 1.25674
H 2.39124 -4.10924 1.62859
H 3.64881 -4.69179 -0.22223
H 4.24196 -5.61489 -2.39504
H 3.20080 -4.72148 -4.45651
H 1.54160 -2.91279 -4.28790
H 0.56830 -1.13536 -3.07109
H -0.20646 -1.97143 -0.23976
H -1.02410 0.34786 -2.07973
H -2.20939 -0.70018 -1.26190
H -3.13938 0.57261 0.44175
H -2.12263 1.69758 1.34995
H -1.79116 3.05343 -0.73559
H -4.70525 2.48432 -0.04994
H -3.64853 3.60046 0.81381
H -3.40138 4.97063 -1.26045
H -5.09639 4.82052 -0.79506
H -4.45704 3.85277 -2.12452
*
```


This record from the Open Molecules 2025 dataset describes a structure of composition C21H28AsIrN4O6S2Si at a distorted geometry. The level of theory is ωB97M-V with the def2-TZVPD basis set.

The strongest force on any atom is 1.1 eV Å⁻¹. The value obtained for the LUMO energy is -0.742 eV. As for the energy relative to the best compared isomer or geometry (same formula, charge and spin): 1.2190 eV. As for the electronic energy: -133705.683 eV.

Geometry as ORCA input:
```
! wB97M-V def2-TZVPD RIJCOSX def2/J DEFGRID3
* xyz 0 1
Ir -0.22364 -0.51224 -0.45913
O 4.39006 -0.34578 0.30861
As 2.75444 0.32928 0.49352
O 2.46948 0.51275 2.08115
O 1.83247 -0.81560 -0.35603
C 2.99537 1.88557 -0.64204
C 4.29837 2.31731 -0.86014
C 4.55681 3.37108 -1.72500
C 3.51964 3.99782 -2.39001
C 2.21358 3.58691 -2.17087
C 1.96383 2.54090 -1.29635
S 0.26946 2.11546 -1.04173
O -0.04545 1.01606 -2.00599
O -0.51372 3.30058 -1.18967
O 0.22853 1.45798 0.30855
H 4.57693 -0.81995 1.12970
H 5.11192 1.80998 -0.36066
H 5.57619 3.69966 -1.87937
H 3.71969 4.81429 -3.07025
H 1.38642 4.08652 -2.65330
C -3.36709 1.03055 -1.69132
C -3.16855 0.72376 -0.24393
C -4.02374 1.17700 0.74940
C -3.78645 0.82107 2.07668
C -2.72258 0.02323 2.43167
C -1.89259 -0.43136 1.39197
N -2.15342 -0.07731 0.09004
N -0.75419 -1.18035 1.40719
Si -0.04660 -1.87998 2.85515
C -1.07856 -3.41169 3.27275
C 1.73652 -2.39314 2.57228
C -0.06596 -0.70997 4.32804
H -4.10842 0.34797 -2.11119
H -2.43967 0.91155 -2.24442
H -3.72826 2.04985 -1.82011
H -4.85943 1.80939 0.48702
H -4.44637 1.19378 2.85019
H -2.51729 -0.22266 3.45768
H -1.18392 -4.05539 2.39830
H -2.08283 -3.13847 3.59573
H -0.62169 -3.99623 4.07138
H 1.99500 -2.45798 1.51668
H 1.93317 -3.34134 3.07840
H 2.37938 -1.62451 3.00176
H -1.04880 -0.54248 4.75896
H 0.37625 0.24431 4.03781
H 0.56105 -1.13878 5.11294
C 2.65691 -5.05830 0.37041
C 1.20760 -4.92595 0.06508
C 0.25521 -5.87846 0.33673
C -1.07297 -5.62675 -0.05231
N -1.43105 -4.53866 -0.72489
C -0.51108 -3.62667 -0.98739
S -0.78670 -2.20551 -1.92546
N 0.78250 -3.80833 -0.55832
C -2.16436 -6.58318 0.29784
H 2.88915 -6.08347 0.64619
H 2.93060 -4.39803 1.19367
H 3.25495 -4.77767 -0.49704
H 0.52942 -6.79534 0.83455
H 1.41906 -3.03034 -0.74633
H -1.80796 -7.61180 0.30712
H -2.99501 -6.47238 -0.39281
H -2.52290 -6.34526 1.30190
*
```


This record from the Open Molecules 2025 dataset describes a structure of composition C21H28BBrNO at a distorted geometry. The level of theory is ωB97M-V with the def2-TZVPD basis set.

The strongest force on any atom is 2.7 eV Å⁻¹. The value obtained for the LUMO energy is -3.013 eV. As for the electronic energy: -96480.302 eV.

Geometry as ORCA input:
```
! wB97M-V def2-TZVPD RIJCOSX def2/J DEFGRID3
* xyz 1 1
C -5.13397 2.21971 2.42003
C -4.68963 0.89801 2.37618
C -3.33166 0.61964 2.50311
C -2.39457 1.66924 2.70653
C -0.98498 1.38267 2.87784
O -0.18167 2.49960 2.88569
C 1.19918 2.35360 2.76027
C 1.78407 1.11053 2.53432
C 3.18262 0.97242 2.54938
C 3.96008 2.12080 2.61426
C 3.35091 3.38952 2.67496
C 1.96643 3.51321 2.77457
C 0.81917 0.06400 2.09144
C -0.39328 0.14593 2.93482
C -2.84863 3.00099 2.62819
C -4.20812 3.26965 2.51151
H -6.19836 2.43590 2.39384
H -5.39556 0.07684 2.24817
H -2.95031 -0.39696 2.41603
H 3.62322 -0.03621 2.48134
H 5.05255 2.03403 2.57994
H 3.97123 4.29355 2.67320
H 1.45367 4.48065 2.82651
H 1.27446 -0.92742 2.02057
H -0.93226 -0.75733 3.19495
H -2.12281 3.81458 2.63059
H -4.53735 4.30375 2.49642
C -0.32128 0.09321 -3.50136
C 0.86199 -0.48924 -2.77359
N 0.84733 -1.99145 -2.82960
C -0.42881 -2.51757 -2.22060
C -0.74427 -1.87836 -0.88122
C 0.98167 -2.48903 -4.22596
C 1.60392 -3.85886 -4.05981
B 2.09665 -2.84310 -2.34148
Br 3.77605 -1.90278 -2.44808
H 0.49302 0.40127 1.10954
H -0.30517 1.18422 -3.43075
H -0.30380 -0.14445 -4.56566
H -1.28588 -0.23392 -3.10842
H 1.79468 -0.15020 -3.23072
H 0.87577 -0.22228 -1.71396
H -1.24254 -2.35364 -2.94238
H -0.30508 -3.59675 -2.10570
H -1.58658 -2.42586 -0.43423
H 0.08157 -1.92049 -0.15712
H -1.04537 -0.83036 -1.00047
H -0.00520 -2.48448 -4.70664
H 1.63298 -1.80381 -4.77390
H 2.06816 -4.13516 -5.00942
H 2.46242 -3.86141 -3.31058
H 0.87200 -4.60799 -3.74480
H 1.79132 -3.48842 -1.39775
*
```


This record from the Open Molecules 2025 dataset describes a structure of composition C21H28BN6Ni. The level of theory is ωB97M-V with the def2-TZVPD basis set.

The strongest force on any atom is 0.6 eV Å⁻¹. The value obtained for the LUMO energy (spin up / spin down) is -2.136 / -3.037 eV. As for the electronic energy: -72889.473 eV.

Geometry as ORCA input:
```
! wB97M-V def2-TZVPD RIJCOSX def2/J DEFGRID3
* xyz 1 3
Ni -0.02061 0.03631 0.07436
C -3.28836 1.68815 0.13422
C -1.85848 1.66010 0.61628
C -0.88591 2.43977 -0.04195
C -1.25406 3.22291 -1.28163
C 0.40349 2.56307 0.50909
C 1.38749 3.51567 -0.12463
C 0.72853 1.89320 1.70482
C 2.08899 2.07438 2.33615
C -0.24769 1.11736 2.36055
C 0.05745 0.54335 3.72211
C -1.54199 0.99094 1.81599
C -2.61754 0.25456 2.58148
H -3.81169 2.51280 0.62664
H -3.82373 0.77375 0.37087
H -3.36167 1.85190 -0.93511
H -1.08077 2.63654 -2.18871
H -0.67272 4.13643 -1.36142
H -2.29881 3.51824 -1.27134
H 1.19484 4.52740 0.24425
H 1.29498 3.54120 -1.20647
H 2.41669 3.27540 0.11819
H 2.78813 1.30316 2.00001
H 2.03394 2.02163 3.41967
H 2.51778 3.04162 2.09348
H -0.09874 1.31725 4.47937
H 1.08748 0.20890 3.80544
H -0.58935 -0.28966 3.97517
H -2.64981 -0.80396 2.30751
H -3.59987 0.67639 2.39302
H -2.45229 0.31571 3.65340
C -2.63724 -1.79156 -2.81324
C -2.40528 -0.81390 -1.84810
N -1.18609 -0.94750 -1.32136
N -0.62206 -2.00509 -1.94203
C -1.47072 -2.52763 -2.83640
B 0.81052 -2.44963 -1.58201
N 1.75661 -1.26346 -1.85757
C 2.81163 -1.19024 -2.67888
C 3.35750 0.07315 -2.57819
C 2.54975 0.72060 -1.64570
N 1.58189 -0.09098 -1.21412
N 0.85243 -2.74874 -0.07114
C 1.17850 -3.89147 0.54829
C 1.06850 -3.69720 1.90953
C 0.65948 -2.37032 2.03324
N 0.53042 -1.80033 0.83366
H -3.52582 -1.94184 -3.40159
H -3.06866 -0.04081 -1.51867
H -1.19061 -3.38555 -3.42686
H 1.13262 -3.41227 -2.21534
H 3.10662 -2.03985 -3.27411
H 4.21709 0.46629 -3.09395
H 2.64119 1.72143 -1.27081
H 1.46502 -4.76276 -0.01940
H 1.25577 -4.40651 2.69768
H 0.45767 -1.82246 2.93244
*
```